{"formula": "C65H46AsBr4ClIN4O5SSbSr", "method": "ωB97M-V/def2-TZVPD", "charge": -2, "total_energy_ha": -17058.83216, "homo_lumo_gap_ev": 4.65, "species": ["Sr", "C", "C", "N", "N", "C", "O", "C", "C", "C", "C", "C", "C", "C", "C", "C", "C", "C", "N", "H", "H", "H", "H", "H", "H", "H", "H", "H", "H", "H", "H", "Br", "C", "C", "Br", "C", "Br", "C", "O", "C", "O", "C", "Br", "Cl", "C", "C", "C", "I", "C", "O", "C", "N", "C", "C", "C", "C", "H", "H", "H", "H", "S", "Sb", "C", "C", "C", "C", "C", "C", "C", "C", "C", "C", "C", "C", "C", "C", "C", "C", "C", "C", "H", "H", "H", "H", "H", "H", "H", "H", "H", "H", "H", "H", "H", "H", "H", "O", "As", "C", "C", "C", "C", "C", "C", "C", "C", "C", "C", "C", "C", "C", "C", "C", "C", "C", "C", "H", "H", "H", "H", "H", "H", "H", "H", "H", "H", "H", "H", "H", "H", "H"], "xyz": [[-0.942140, 0.604061, -0.124467], [4.217663, -0.571577, 0.490376], [2.849487, -0.238213, -0.043856], [1.795156, -0.087383, 0.687967], [1.913274, -0.361808, 1.998095], [0.957517, 0.253496, 2.721632], [0.178492, 1.140555, 2.337398], [0.903971, -0.169802, 4.167944], [-0.066418, 0.398963, 4.984095], [-0.197726, -0.001259, 6.306317], [0.647523, -0.971438, 6.826532], [1.633174, -1.530068, 6.021141], [1.761201, -1.130903, 4.699400], [2.718181, 0.080022, -1.471328], [3.726858, -0.248772, -2.384467], [3.623085, 0.182343, -3.695573], [2.528582, 0.939752, -4.071746], [1.563610, 1.202139, -3.103251], [1.638243, 0.783682, -1.849841], [4.144298, -0.691623, 1.568187], [4.916845, 0.241834, 0.267362], [4.627374, -1.487234, 0.058057], [-0.723014, 1.140733, 4.546820], [-0.975016, 0.428399, 6.927196], [0.523880, -1.308658, 7.849324], [2.290084, -2.293511, 6.422433], [2.505307, -1.566195, 4.046573], [4.581907, -0.828642, -2.064821], [4.389889, -0.086334, -4.414337], [2.407716, 1.305551, -5.083132], [0.675677, 1.763588, -3.358443], [-1.307738, -4.349955, 5.319036], [-1.687559, -2.876705, 4.185082], [-2.555777, -1.888252, 4.594171], [-3.404523, -1.971639, 6.288785], [-2.804423, -0.809839, 3.726270], [-3.988134, 0.600010, 4.223482], [-2.204470, -0.657838, 2.473403], [-2.432420, 0.350036, 1.709749], [-1.283686, -1.714922, 2.019360], [-0.734153, -1.608816, 0.867376], [-1.080966, -2.781599, 2.914732], [0.071226, -4.161777, 2.312981], [-4.602713, -3.149966, -5.417493], [-3.686181, -1.928690, -4.555554], [-2.885310, -1.083689, -5.258253], [-2.127409, -0.105467, -4.591855], [-1.032555, 1.220608, -5.790103], [-2.113672, 0.060517, -3.207657], [-1.433882, 0.948791, -2.570332], [-2.987784, -0.866100, -2.488625], [-3.028706, -0.703896, -1.146731], [-3.843990, -1.431840, -0.429305], [-4.667778, -2.423079, -0.996758], [-4.622813, -2.630415, -2.344288], [-3.777298, -1.833886, -3.145869], [-2.825014, -1.168402, -6.334280], [-3.844478, -1.235178, 0.637067], [-5.313374, -3.012758, -0.359583], [-5.235775, -3.388544, -2.813827], [-0.181444, -2.286986, -2.886845], [1.320564, -3.847742, -2.329688], [2.491133, -4.109011, -0.581490], [3.500536, -5.072052, -0.588359], [4.204211, -5.331650, 0.575946], [3.890578, -4.640221, 1.744732], [2.882943, -3.692145, 1.745142], [2.174922, -3.418617, 0.578670], [0.493508, -5.804400, -2.493182], [0.609132, -6.759282, -1.490127], [0.034446, -8.014151, -1.657789], [-0.663030, -8.310459, -2.819457], [-0.806511, -7.346920, -3.810450], [-0.233025, -6.094868, -3.645549], [2.734352, -3.896017, -3.937633], [2.804311, -2.760985, -4.738097], [3.707053, -2.702835, -5.792326], [4.539171, -3.781681, -6.057244], [4.452358, -4.929668, -5.280424], [3.549211, -4.987898, -4.226794], [3.741424, -5.621029, -1.489468], [4.987908, -6.079890, 0.575655], [4.429766, -4.856093, 2.659125], [2.620989, -3.159092, 2.649561], [1.372917, -2.689187, 0.595273], [1.128925, -6.525851, -0.568713], [0.122943, -8.754894, -0.872780], [-1.110574, -9.288562, -2.948062], [-1.375104, -7.567101, -4.705530], [-0.363547, -5.329831, -4.403870], [2.137651, -1.928124, -4.536703], [3.756179, -1.811948, -6.406823], [5.247890, -3.734321, -6.875398], [5.084558, -5.782678, -5.496186], [3.466812, -5.904017, -3.653724], [-0.660942, 2.677474, -0.443310], [-1.952820, 3.115205, -1.357616], [-3.652641, 2.214737, -1.277706], [-4.416213, 1.894501, -2.391908], [-5.687955, 1.367476, -2.220336], [-6.189767, 1.163551, -0.941131], [-5.432122, 1.504383, 0.171151], [-4.169093, 2.045149, 0.005906], [-2.594084, 4.731173, -0.439854], [-2.082730, 4.986038, 0.828532], [-2.527049, 6.083762, 1.555943], [-3.479592, 6.935729, 1.015942], [-3.988708, 6.688273, -0.253656], [-3.549469, 5.588189, -0.975367], [-1.450323, 3.912619, -3.030997], [-2.353876, 4.330316, -4.000420], [-1.911608, 5.080813, -5.079399], [-0.567443, 5.405572, -5.197951], [0.336335, 4.980869, -4.232919], [-0.105963, 4.247311, -3.141949], [-4.015492, 2.018677, -3.390566], [-6.277541, 1.100266, -3.088560], [-7.173561, 0.728498, -0.812616], [-5.810216, 1.340188, 1.171979], [-3.577395, 2.287328, 0.881478], [-1.337103, 4.313450, 1.238359], [-2.129267, 6.271754, 2.545325], [-3.832179, 7.788500, 1.583639], [-4.729738, 7.353779, -0.680278], [-3.962415, 5.403892, -1.960945], [-3.398689, 4.055280, -3.935029], [-2.617084, 5.401789, -5.835660], [-0.225089, 5.990161, -6.043128], [1.388349, 5.217532, -4.331155], [0.585102, 3.918968, -2.373859]], "forces_ev_per_angstrom": [[1.624, -4.450, 1.182], [-0.112, -0.033, 0.090], [-0.101, -0.053, 0.140], [0.330, 0.192, -0.166], [-0.065, -0.052, 0.276], [0.225, 0.052, -0.099], [0.049, 0.010, -0.159], [0.041, -0.035, 0.024], [0.015, 0.045, 0.030], [0.035, 0.012, 0.014], [0.005, -0.005, -0.008], [-0.001, -0.016, -0.002], [-0.093, 0.005, -0.022], [-0.040, 0.247, 0.015], [-0.007, -0.007, 0.012], [0.059, 0.045, 0.035], [0.048, 0.006, 0.027], [0.014, -0.144, -0.043], [-0.017, 0.008, -0.148], [0.022, -0.031, 0.005], [0.005, -0.022, -0.023], [-0.014, -0.083, 0.000], [-0.023, -0.029, 0.007], [-0.027, -0.017, -0.027], [0.012, 0.008, 0.003], [-0.005, -0.016, -0.009], [0.039, 0.030, 0.049], [-0.018, -0.021, 0.001], [0.001, 0.044, 0.016], [-0.045, 0.000, 0.003], [-0.038, -0.070, -0.007], [0.015, -0.015, 0.022], [-0.036, 0.144, -0.042], [0.042, -0.079, -0.032], [-0.004, 0.013, 0.016], [-0.092, 0.011, -0.040], [0.008, 0.008, 0.010], [-0.010, 0.028, 0.104], [-0.572, -0.207, 0.134], [-0.123, -0.107, 0.239], [-0.092, -0.610, 0.385], [-0.247, 0.038, 0.030], [-1.064, -0.329, 0.460], [-0.013, 0.018, 0.016], [0.044, -0.035, -0.064], [0.012, -0.042, 0.055], [0.007, 0.235, -0.118], [-0.025, -0.066, 0.055], [-0.097, 0.030, -0.045], [-0.296, -0.068, -0.510], [-0.091, 0.053, 0.069], [-0.165, -0.045, -0.253], [0.063, -0.123, -0.006], [0.004, -0.010, 0.005], [-0.007, 0.015, -0.030], [0.009, 0.037, 0.050], [-0.005, 0.007, -0.005], [0.037, -0.004, 0.020], [0.004, 0.001, 0.009], [0.014, -0.010, -0.002], [0.211, 0.010, 0.209], [0.160, -0.342, -0.151], [-0.233, 0.323, -0.036], [0.160, -0.039, 0.064], [-0.037, -0.055, -0.110], [-0.054, 0.099, -0.033], [0.616, 0.104, 0.067], [0.316, 0.228, -0.524], [-0.043, 0.097, -0.029], [-0.007, -0.005, -0.021], [-0.002, 0.002, -0.010], [-0.005, 0.011, -0.009], [0.020, 0.010, -0.002], [0.034, -0.034, 0.029], [-0.020, -0.036, 0.052], [-0.029, -0.039, 0.000], [0.009, -0.038, 0.010], [-0.027, 0.006, 0.002], [-0.012, 0.000, 0.024], [-0.031, 0.005, -0.034], [0.008, -0.015, -0.027], [0.008, -0.003, -0.001], [0.015, 0.021, 0.006], [0.090, 0.006, -0.136], [0.050, 0.140, -0.056], [0.038, 0.006, -0.003], [-0.004, 0.003, 0.009], [-0.010, -0.002, 0.008], [0.004, -0.002, -0.008], [-0.017, -0.014, -0.013], [0.021, -0.035, -0.004], [0.000, 0.005, -0.005], [-0.005, -0.003, -0.009], [-0.001, -0.002, -0.007], [0.007, -0.001, 0.035], [0.326, 3.233, -0.601], [-1.115, 2.070, -0.551], [-0.182, 0.073, 0.161], [0.121, 0.015, -0.070], [-0.006, 0.000, 0.016], [0.017, 0.002, -0.024], [-0.057, -0.025, -0.023], [0.134, 0.078, -0.054], [0.244, 0.046, 0.178], [0.046, -0.022, -0.017], [-0.036, 0.035, -0.044], [-0.007, -0.028, -0.013], [0.023, 0.004, 0.018], [-0.002, -0.030, -0.031], [0.024, 0.004, -0.067], [-0.017, -0.114, 0.010], [0.030, -0.003, -0.019], [-0.013, -0.011, 0.028], [-0.037, -0.016, -0.053], [0.017, -0.055, 0.025], [0.029, -0.070, 0.008], [0.007, -0.019, -0.003], [-0.004, 0.005, -0.001], [0.037, -0.039, 0.011], [-0.031, -0.045, 0.029], [-0.008, -0.006, 0.001], [0.002, -0.026, 0.007], [0.011, 0.008, -0.003], [-0.011, -0.010, -0.002], [-0.001, -0.021, -0.003], [-0.017, 0.061, 0.036], [-0.002, -0.014, -0.005], [0.008, -0.017, -0.011], [0.001, 0.014, 0.026], [-0.002, 0.008, 0.011]]}